Entry 1:
10
Properties=species:S:1:pos:R:3 method="wB97M-V/def2-TZVPD" e_lumo_ha=-0.024 total_charge=0 gap_ev=8.8 e_above_lowest_kj_mol=393.76
S -2.812 0.755 0.702
O -3.400 0.635 -0.821
N -1.401 0.613 0.645
C 1.129 -0.158 0.422
C 2.355 -0.499 -0.106
H 2.722 0.139 -0.940
H 0.425 0.523 0.063
H 3.072 -1.286 0.288
H 0.711 -0.776 1.187
H -2.800 0.053 -1.440

=====

Entry 2:
95
Properties=species:S:1:pos:R:3 method="wB97M-V/def2-TZVPD" e_lumo_ha=0.071 total_charge=-1 gap_ev=5.7 e_above_lowest_kj_mol=143.00
I 1.628 -4.976 -2.885
Sr -0.053 0.760 -0.339
As 1.152 0.132 2.581
S 1.144 2.291 -2.572
S -2.755 -2.479 -0.370
S 2.467 -0.516 -0.968
N -2.197 1.632 -1.606
N -1.186 3.810 0.572
N -2.787 1.973 1.370
N -0.025 3.114 0.667
N 3.650 2.170 -5.235
N 5.135 -0.889 -3.446
N -2.067 0.826 1.332
N -0.078 -1.080 -3.207
N -3.770 -1.437 -2.571
N -2.828 2.695 -1.065
N -2.708 -3.446 -2.853
C 2.945 0.889 2.787
C 2.557 -2.475 2.520
C -0.188 0.727 6.518
C -3.086 -2.455 -2.034
C 5.272 1.053 2.197
C 4.054 0.393 2.112
C -0.928 5.126 0.613
C 3.061 2.077 3.504
C -3.596 0.683 2.974
C -0.105 -1.648 6.216
C 3.095 0.306 -2.379
C -2.789 -3.428 -4.306
C 5.394 2.213 2.946
C 1.874 -2.480 -4.606
C -3.620 3.270 -1.980
C -3.706 1.904 2.344
C 0.943 4.011 0.761
C 1.796 -4.364 1.243
C 0.710 -3.627 0.805
C 2.572 1.404 -2.997
C -4.129 -1.371 -3.975
C 1.490 -1.712 2.055
C -0.374 -0.553 7.020
C 1.521 -1.195 -4.976
C -2.553 0.055 2.291
C 1.216 -3.053 -3.527
C -2.588 1.563 -2.869
C 0.432 5.311 0.740
C 0.582 -0.192 4.424
C -3.022 -2.007 -4.800
C 4.282 2.729 3.594
C 0.370 -1.470 4.922
C 3.206 1.834 -4.226
C -3.507 2.575 -3.167
C 0.532 -0.535 -4.255
C 2.716 -3.788 2.107
C 0.275 0.906 5.224
C 0.561 -2.304 1.206
C 0.269 -2.308 -2.842
C 4.242 -0.330 -2.979
B -2.586 3.157 0.400
H -4.199 4.138 -1.712
H 2.657 -3.012 -5.128
H -3.991 2.786 -4.103
H -0.740 -0.695 8.029
H -4.367 2.737 2.509
H -1.849 -3.824 -4.696
H 1.927 -5.386 0.911
H -5.080 -1.893 -4.143
H -2.210 -4.192 -2.397
H -3.599 -4.087 -4.637
H -0.217 -2.707 -1.958
H 3.963 -0.471 1.468
H 4.354 3.652 4.156
H -0.419 1.593 7.127
H 0.366 1.913 4.837
H 2.198 2.527 3.979
H -4.280 -0.322 -4.228
H 3.269 -2.041 3.212
H -3.410 3.997 0.653
H -4.180 0.305 3.793
H -1.741 5.829 0.554
H -0.037 -4.059 0.152
H -3.279 -2.015 -5.859
H -2.158 0.802 -3.502
H 2.034 -0.687 -5.781
H 1.968 3.676 0.816
H -2.136 -0.928 2.451
H -2.106 -1.430 -4.671
H -0.337 -1.807 0.833
H 0.972 6.239 0.791
H 3.563 -4.363 2.461
H -0.263 -2.651 6.591
H 0.572 -2.338 4.307
H 6.345 2.727 3.003
H 6.119 0.662 1.648
H 0.254 0.483 -4.499
H -3.882 -0.630 -1.978

=====

Entry 3:
80
Properties=species:S:1:pos:R:3 method="wB97M-V/def2-TZVPD" e_lumo_ha="-0.358 / -0.522" total_charge=+4 gap_ev="8.1 / 5.1" spin_multiplicity=6 e_above_lowest_kj_mol=0.00
Ir 0.422 0.157 -0.554
P 1.735 -0.502 -2.275
P 1.939 1.001 0.896
P -0.768 1.832 -1.408
O -2.116 0.192 -5.656
O -2.976 0.518 1.778
N -2.733 -1.117 3.385
N -2.301 1.115 3.903
C 0.033 2.960 -2.583
C 2.552 2.646 0.424
C -1.510 2.897 -0.147
C -2.325 -0.983 -6.336
C -2.953 -3.556 -7.160
C -2.852 -2.145 2.375
C 2.470 -2.126 -1.914
C -2.457 0.931 5.322
C -3.449 -1.175 -7.172
C 1.281 1.142 2.586
C -2.185 1.095 -2.288
C -1.785 -3.325 -6.427
C 0.233 -1.626 0.643
C -1.431 -2.025 -6.069
C -2.587 -0.525 5.710
C 0.786 -0.751 -3.813
C -3.757 -2.480 -7.561
C -0.711 -1.656 -0.437
C 3.406 -0.076 1.062
C -2.128 -1.497 4.643
C -2.704 0.190 2.952
C 3.094 0.594 -2.782
C -2.178 2.471 3.441
H -1.867 -2.469 2.014
H -0.140 -1.400 1.648
H -2.175 2.301 0.491
H -1.846 0.404 -3.070
H -2.817 0.551 -1.574
H 1.722 3.357 0.329
H -0.521 -2.310 -1.294
H -3.161 2.937 3.274
H -4.640 -2.658 -8.178
H -1.140 -4.151 -6.128
H -2.098 3.688 -0.632
H 3.045 -2.438 -2.795
H -3.340 1.490 5.675
H 0.292 2.450 -3.516
H -2.803 0.835 -5.910
H -2.476 -2.512 4.860
H 2.082 1.431 3.280
H 3.242 3.002 1.201
H -0.728 3.366 0.459
H -0.659 3.780 -2.813
H -3.417 -1.731 1.538
H -2.773 1.896 -2.754
H -0.496 -1.811 -5.554
H 3.962 -0.140 0.118
H -1.610 3.052 4.179
H 0.865 0.183 2.922
H 1.156 -2.212 0.585
H 2.711 1.590 -3.034
H -1.756 -1.432 -0.202
H 3.138 -2.075 -1.048
H -0.125 -1.325 -3.600
H 3.090 2.590 -0.531
H 1.414 -1.319 -4.515
H -3.642 -0.727 5.906
H -1.588 1.398 5.803
H 3.095 -1.083 1.364
H 4.066 0.339 1.836
H -1.024 -1.527 4.567
H 3.855 0.687 -1.998
H -3.382 -3.006 2.792
H -1.639 2.486 2.489
H 0.942 3.386 -2.143
H 0.504 0.201 -4.281
H 3.561 0.159 -3.677
H -3.236 -4.576 -7.429
H -4.069 -0.321 -7.462
H 1.688 -2.868 -1.715
H -2.032 -0.683 6.642
H 0.485 1.893 2.641

=====

Entry 4:
137
Properties=species:S:1:pos:R:3 method="wB97M-V/def2-TZVPD" e_lumo_ha=0.013 smiles=COCc1cc(N)c2c(c1Br)Sc1ccccc1N2.CCOCC.CCOCC.CCOCC.CCOCC.CCOCC.CCOCC.CCOCC total_charge=0 gap_ev=8.3
Br 2.726 7.110 4.090
S 6.067 6.731 3.844
O 0.796 5.694 2.032
O -1.276 4.442 7.632
O 6.748 -2.130 3.009
O -4.139 -6.903 -6.734
O -4.270 -6.691 0.683
O -4.896 0.902 -2.097
O -1.326 -3.539 -2.823
O -0.185 4.598 -2.852
N 5.415 1.934 1.537
N 7.134 4.199 2.572
C -5.347 -7.625 -6.920
C 8.823 7.970 0.889
C -5.101 -5.109 -5.353
C 5.648 -0.282 4.205
C -0.381 -3.764 -3.860
C 7.363 -2.714 4.146
C 5.686 4.247 2.643
C 7.319 6.754 2.507
C -2.853 -0.198 -1.281
C -1.522 4.804 -3.287
C -4.268 -5.500 -6.560
C 7.856 7.990 1.983
C 4.895 3.145 2.115
C 8.668 5.409 0.907
C 7.696 5.417 2.005
C -4.254 0.304 -0.980
C -1.343 5.373 8.701
C 0.441 5.633 6.332
C -6.052 -8.311 1.187
C -6.133 -7.193 -8.145
C 1.171 4.481 2.726
C 3.421 3.263 2.168
C -0.478 -5.146 -4.483
C 9.196 6.663 0.356
C 3.527 5.508 3.290
C -1.247 -4.408 -1.703
C -0.925 4.970 6.362
C 6.503 -3.757 4.838
C 0.712 3.903 -5.034
C -3.689 -7.421 -0.387
C 5.524 -1.447 3.239
C -2.361 6.479 8.485
C -2.395 3.566 -3.178
C -5.662 -6.875 0.884
C -5.083 0.072 -3.232
C 0.088 -4.351 -0.982
C -4.286 -7.088 -1.743
C 0.735 5.467 0.619
C 2.734 4.404 2.734
C 0.557 3.613 -3.552
C -5.931 -1.157 -2.958
C 4.969 5.402 3.228
H 8.277 -3.194 3.787
H 0.241 -5.247 -5.298
H -4.680 -5.542 -4.442
H -3.418 3.794 -3.483
H 6.390 0.434 3.845
H -0.273 -5.935 -3.758
H -4.190 -6.019 -1.949
H -6.224 -6.485 0.028
H 0.814 3.613 2.101
H -5.128 -4.023 -5.245
H 6.341 1.691 1.884
H -2.394 -0.608 -0.379
H -3.743 -8.497 -0.184
H -1.703 5.656 6.009
H -5.467 -1.817 -2.222
H -3.774 -7.645 -2.531
H -5.347 -7.336 -1.794
H -7.027 -7.811 -8.259
H 7.045 -4.202 5.676
H -4.196 1.076 -0.210
H -3.355 6.057 8.321
H -4.115 -0.204 -3.663
H 9.201 8.933 0.486
H -5.964 -7.570 -6.016
H -3.256 -5.112 -6.428
H 0.303 -3.331 -0.655
H -5.522 -7.290 -9.045
H 6.226 -4.550 4.139
H -6.131 -5.462 -5.436
H 7.680 -1.936 4.848
H 5.578 -3.329 5.229
H 7.355 3.478 1.878
H 4.689 0.229 4.309
H -1.531 5.204 -4.306
H 0.739 4.480 3.753
H 1.183 4.876 -5.187
H 7.526 8.971 2.405
H 0.123 2.622 -3.386
H -5.516 -8.676 2.066
H 5.963 -0.607 5.198
H 0.675 5.981 5.323
H -0.349 5.786 8.906
H -2.854 -0.982 -2.041
H -2.032 -4.093 -1.011
H 5.197 -1.067 2.269
H -2.410 3.199 -2.149
H 0.492 6.494 7.001
H 9.012 4.456 0.447
H -2.119 7.092 7.615
H -0.924 4.125 5.670
H -2.627 -7.164 -0.396
H 2.811 2.429 1.734
H 0.911 6.447 0.111
H -2.226 0.616 -1.654
H -0.584 -3.015 -4.628
H 0.076 -5.004 -0.107
H -0.251 3.922 -5.548
H -0.267 5.078 0.277
H -5.933 -6.249 1.738
H -1.626 4.801 9.587
H -1.493 -5.433 -2.001
H 9.916 6.585 -0.495
H 1.328 3.136 -5.509
H -2.398 7.136 9.356
H 0.912 -4.668 -1.623
H -4.656 -5.040 -7.475
H 1.549 3.594 -3.092
H -5.814 -8.981 0.358
H -4.879 -0.496 -0.568
H -5.588 0.688 -3.981
H -1.935 5.586 -2.646
H 1.215 4.929 6.647
H -6.454 -6.152 -8.078
H -6.909 -0.868 -2.566
H -2.031 2.753 -3.809
H -5.062 -8.673 -7.033
H 0.633 -3.566 -3.496
H -1.482 -5.318 -4.877
H 5.358 1.921 0.520
H 4.753 -2.152 3.570
H -6.077 -1.731 -3.875
H 1.531 4.760 0.262
H -7.125 -8.382 1.375